# C40H43IrN4OP2S2Se

A structure of composition C40H43IrN4OP2S2Se (wB97M-V/def2-TZVPD, the OMol25 dataset).

The geometry in XYZ format:
```
94
Properties=species:S:1:pos:R:3
Ir -0.97 0.48 1.34
C -0.61 -4.60 -4.71
S -2.05 -5.09 -3.72
C -1.31 -5.21 -2.06
C -1.72 -4.05 -1.16
C -1.15 -2.73 -1.68
N -1.12 -1.64 -0.68
P 0.29 -0.76 -0.29
C 1.59 -1.95 0.04
C 2.92 -1.61 -0.25
C 3.94 -2.49 0.06
C 3.65 -3.70 0.69
C 2.34 -4.02 1.01
C 1.31 -3.15 0.71
C 0.86 0.12 -1.77
C 1.34 -0.56 -2.88
C 1.79 0.15 -3.98
C 1.78 1.54 -3.97
C 1.31 2.22 -2.86
C 0.83 1.52 -1.76
P -2.46 -0.74 -0.11
C -3.71 -1.95 0.30
C -3.63 -2.60 1.53
C -4.56 -3.57 1.87
C -5.57 -3.89 0.98
C -5.66 -3.24 -0.25
C -4.75 -2.26 -0.59
C -3.13 0.25 -1.45
C -2.47 0.43 -2.66
C -3.02 1.26 -3.62
C -4.20 1.94 -3.36
C -4.85 1.78 -2.14
C -4.31 0.94 -1.18
H -0.91 -4.68 -5.76
H 0.22 -5.28 -4.52
H -0.33 -3.57 -4.50
H -0.23 -5.27 -2.16
H -1.68 -6.15 -1.64
H -1.35 -4.25 -0.15
H -2.80 -4.01 -1.11
H -1.72 -2.43 -2.56
H -0.12 -2.91 -1.98
H 3.14 -0.67 -0.72
H 4.96 -2.24 -0.18
H 4.45 -4.38 0.93
H 2.12 -4.96 1.51
H 0.29 -3.39 0.97
H 1.38 -1.65 -2.88
H 2.16 -0.39 -4.85
H 2.16 2.08 -4.82
H 1.32 3.31 -2.85
H 0.45 2.03 -0.89
H -2.84 -2.34 2.22
H -4.49 -4.07 2.82
H -6.31 -4.64 1.24
H -6.46 -3.49 -0.94
H -4.82 -1.75 -1.54
H -1.54 -0.08 -2.86
H -2.52 1.39 -4.57
H -4.62 2.60 -4.11
H -5.77 2.31 -1.94
H -4.81 0.82 -0.22
Se -0.87 -0.94 3.45
C -0.98 0.59 4.38
N -1.05 1.58 4.98
C 2.55 6.84 4.23
C 1.51 6.10 3.39
C 1.68 4.59 3.52
N 0.52 3.86 3.00
C 0.25 3.52 1.78
S -1.32 2.86 1.36
N 1.11 3.73 0.74
C 2.51 3.52 0.60
O 3.08 4.10 -0.28
C 3.16 2.51 1.47
C 2.48 1.41 1.99
C 3.17 0.42 2.68
C 4.54 0.53 2.86
C 5.22 1.62 2.34
C 4.54 2.60 1.64
H 2.46 7.91 4.08
H 3.56 6.54 3.94
H 2.41 6.63 5.29
H 1.60 6.39 2.34
H 0.50 6.39 3.72
H 1.75 4.32 4.58
H 2.59 4.27 3.02
H -0.15 3.54 3.70
H 0.68 4.06 -0.12
H 1.41 1.29 1.84
H 2.63 -0.43 3.07
H 5.07 -0.24 3.39
H 6.29 1.71 2.48
H 5.06 3.45 1.22
```

Results
charge	+2
strongest force on any atom	2.06	eV Å⁻¹
LUMO (spin up / spin down)	-7.552 / -7.551	eV
gap between HOMO and LUMO (spin up / spin down)	5.1 / 5.1	eV

***

# C40H44BClCrF4N4O4PSSe

A structure of composition C40H44BClCrF4N4O4PSSe (wB97M-V/def2-TZVPD, the OMol25 dataset).

The geometry in XYZ format:
```
102
Properties=species:S:1:pos:R:3
Cr 0.52 1.80 -0.56
O 0.32 3.16 1.97
N -0.42 2.34 1.15
C -1.60 2.21 1.63
C -2.75 1.55 1.08
C -3.92 1.64 1.87
C -5.15 1.24 1.41
C -5.26 0.73 0.12
C -4.13 0.55 -0.64
C -2.86 0.91 -0.18
P -1.41 0.59 -1.23
C -1.28 -1.23 -1.41
C -2.33 -2.12 -1.18
C -2.17 -3.47 -1.42
C -0.95 -3.96 -1.89
C 0.10 -3.09 -2.10
C -0.06 -1.73 -1.86
C -2.04 1.03 -2.90
C -2.94 2.09 -3.04
C -3.39 2.46 -4.29
C -2.94 1.79 -5.42
C -2.02 0.76 -5.29
C -1.57 0.38 -4.03
H 1.11 3.40 1.41
H -1.75 2.73 2.58
H -3.82 2.06 2.86
H -6.02 1.35 2.03
H -6.24 0.48 -0.29
H -4.22 0.14 -1.64
H -3.28 -1.76 -0.81
H -3.00 -4.15 -1.26
H -0.83 -5.02 -2.09
H 1.05 -3.46 -2.47
H 0.77 -1.06 -2.02
H -3.27 2.64 -2.17
H -4.08 3.28 -4.38
H -3.30 2.07 -6.40
H -1.64 0.26 -6.17
H -0.85 -0.43 -3.95
C 4.93 -0.72 2.84
C 4.07 -0.71 4.10
C 3.59 0.68 4.50
C 2.58 1.29 3.53
N 1.34 0.54 3.49
C 0.87 -0.17 2.44
Se 1.61 -0.25 0.74
N -0.27 -0.81 2.83
C -1.00 -1.81 2.07
C -1.02 -3.19 2.73
C 0.20 -4.06 2.42
C 1.49 -3.57 3.06
C -0.60 -0.39 4.11
C -1.70 -0.65 4.91
C -1.73 -0.04 6.16
C -0.70 0.80 6.58
C 0.40 1.07 5.77
C 0.43 0.46 4.53
H 5.30 -1.72 2.64
H 5.78 -0.05 2.96
H 4.35 -0.39 1.97
H 4.64 -1.13 4.93
H 3.20 -1.36 3.95
H 4.44 1.36 4.56
H 3.14 0.62 5.50
H 2.98 1.30 2.52
H 2.35 2.32 3.82
H -0.53 -1.88 1.09
H -2.02 -1.45 1.94
H -1.91 -3.71 2.36
H -1.12 -3.09 3.81
H 0.34 -4.10 1.33
H 0.00 -5.08 2.77
H 1.80 -2.62 2.62
H 2.30 -4.28 2.89
H 1.38 -3.44 4.14
H -2.52 -1.27 4.57
H -2.57 -0.22 6.81
H -0.76 1.25 7.56
H 1.18 1.74 6.09
F -0.60 3.95 -3.67
B -0.86 4.62 -2.47
F -0.56 3.62 -1.40
F -2.18 4.98 -2.34
F 0.01 5.68 -2.29
N 1.37 1.89 -2.64
C 1.86 0.97 -3.64
C 2.79 0.00 -3.27
C 3.32 -0.84 -4.24
C 2.93 -0.71 -5.55
C 1.99 0.24 -5.92
C 1.46 1.09 -4.96
S 3.65 -1.73 -6.87
O 4.50 -2.69 -6.18
O 2.49 -2.30 -7.53
O 4.38 -0.75 -7.67
H 0.67 2.49 -3.08
H 2.14 2.52 -2.40
H 3.09 -0.07 -2.23
H 4.05 -1.61 -3.99
H 1.71 0.31 -6.97
H 0.74 1.85 -5.23
Cl 2.41 3.06 -0.07
```

Results
charge	-1
strongest force on any atom	1.81	eV Å⁻¹
LUMO (spin up / spin down)	0.914 / 0.736	eV
multiplicity	5
gap between HOMO and LUMO (spin up / spin down)	6.1 / 6.1	eV

***

- Among the records above, which one has the highest charge?
  C40H43IrN4OP2S2Se